Record 1
Entry from the OMol25 dataset: C40H34GaN3O2STe as an isolated structure (ωB97M-V/def2-TZVPD).

```
82
Properties=species:S:1:pos:R:3:forces:R:3
Ga -0.6991 -2.3510 0.0174 0.087 0.080 0.313
C -1.6446 0.6504 -0.6082 0.061 0.133 -0.207
N -1.9176 -0.7119 -0.1647 0.140 -0.380 0.070
C -3.1213 -1.0415 0.1824 0.157 0.135 -0.055
C -3.3307 -2.2840 0.8038 -0.298 -0.325 0.241
C -4.4881 -2.9404 1.2269 0.050 0.154 -0.156
C -4.0657 -4.1217 1.8255 0.025 -0.144 0.097
C -2.6727 -4.1359 1.7526 0.067 -0.023 -0.003
N -2.2169 -3.0344 1.1361 0.110 0.258 -0.300
C -2.4851 1.1085 -1.7740 -0.113 -0.011 0.037
C -3.2020 2.2974 -1.7035 -0.022 -0.045 0.046
C -3.9223 2.7586 -2.7968 -0.048 -0.064 -0.037
C -3.9643 2.0101 -3.9637 -0.063 0.039 -0.001
C -3.2829 0.8023 -4.0316 0.081 -0.008 0.002
C -2.5356 0.3648 -2.9491 -0.008 -0.047 -0.050
H -0.5889 0.7063 -0.8674 0.000 0.076 0.074
H -1.7935 1.3207 0.2405 0.116 0.042 -0.043
H -3.9572 -0.3623 0.0210 0.024 0.032 -0.001
H -5.5019 -2.5998 1.0888 -0.001 0.042 0.034
H -4.6845 -4.8889 2.2604 0.012 0.009 0.057
H -1.9985 -4.8766 2.1476 0.078 -0.085 -0.091
H -3.1977 2.8701 -0.7822 0.062 -0.004 -0.030
H -4.4507 3.7017 -2.7370 -0.065 -0.016 0.020
H -4.5351 2.3597 -4.8141 -0.003 0.003 -0.002
H -3.3248 0.2041 -4.9328 0.014 0.013 -0.007
H -1.9861 -0.5687 -3.0154 0.002 0.004 0.008
C 4.2433 -0.4147 -1.4414 0.092 0.047 -0.101
C 2.9249 -0.4200 -1.9385 -0.085 0.007 0.030
C 1.9304 -1.0054 -1.2142 -0.080 0.089 0.055
C 2.1906 -1.6538 0.0154 0.196 -0.102 0.147
C 1.1661 -2.3169 0.7522 -0.527 0.057 -0.249
C 1.5061 -2.9918 1.8973 -0.299 0.022 -0.137
C 2.8337 -3.0200 2.3676 0.122 0.020 0.138
C 3.8156 -2.3471 1.7011 0.045 -0.053 0.107
C 3.5244 -1.6547 0.5048 -0.277 0.006 -0.177
C 4.5292 -0.9976 -0.2431 0.160 0.036 -0.011
H 5.0269 0.0472 -2.0282 0.037 0.047 0.055
H 2.7065 0.0449 -2.8908 -0.019 0.029 -0.011
H 0.9102 -0.9899 -1.5784 0.032 0.002 -0.122
H 0.7443 -3.5173 2.4628 0.001 -0.022 0.008
H 3.0691 -3.5767 3.2665 0.001 0.020 0.017
H 4.8358 -2.3533 2.0676 0.007 -0.010 -0.008
H 5.5420 -0.9743 0.1432 -0.002 -0.066 0.011
C -0.8969 4.6090 -2.9827 -0.059 0.090 -0.148
O -0.7248 4.2367 -1.6288 0.043 -0.014 0.092
C 0.5389 4.2357 -1.1172 -0.006 -0.044 0.022
C 1.6873 4.5416 -1.8256 -0.086 0.093 -0.212
C 2.9175 4.5487 -1.1846 0.054 -0.072 0.034
C 3.0062 4.2299 0.1581 0.100 0.036 -0.099
C 1.8595 3.9239 0.8704 -0.185 -0.107 0.127
C 0.6225 3.9281 0.2456 0.323 -0.125 0.021
N -0.5968 3.7989 0.9309 -0.192 -0.269 -0.068
C -0.9065 3.2395 2.1111 0.166 -0.179 0.139
C -0.3124 2.2356 2.8603 0.060 0.041 -0.517
C -0.6685 2.1944 4.2510 -0.058 -0.005 0.311
C -0.1170 1.3099 5.1098 -0.267 0.305 0.126
C 0.8247 0.3538 4.6287 0.135 -0.158 -0.254
C 1.1328 0.2708 3.3162 0.249 -0.123 0.284
C 0.5405 1.1463 2.3238 -0.019 0.105 -0.349
O 0.6995 0.9180 1.1177 -0.049 0.675 0.230
H -0.6324 5.6590 -3.1382 0.035 -0.030 0.016
H -1.9523 4.4593 -3.1985 0.094 0.022 -0.022
H -0.3042 3.9822 -3.6531 -0.017 -0.044 0.056
H 1.6320 4.7916 -2.8755 -0.022 0.001 0.007
H 3.8024 4.8111 -1.7475 0.039 -0.038 -0.002
H 3.9651 4.2347 0.6575 -0.012 -0.020 0.020
H 1.9250 3.7170 1.9285 -0.063 -0.101 0.065
H -1.3425 4.2882 0.4567 -0.029 0.068 0.150
H -1.7951 3.6931 2.5431 -0.007 0.016 0.066
H -1.3532 2.9510 4.6200 -0.041 -0.032 0.000
H -0.3652 1.3326 6.1620 -0.044 0.018 -0.007
H 1.2821 -0.3249 5.3384 0.036 -0.042 -0.034
H 1.8365 -0.4618 2.9421 -0.032 -0.006 -0.012
Te -0.9028 -3.5202 -2.3201 0.109 -0.043 0.388
C 0.4269 -4.9437 -1.5036 -0.281 -0.075 -0.010
C 1.6165 -5.3944 -1.9854 0.106 0.099 -0.097
C 2.2156 -6.3891 -1.1619 0.120 -0.019 -0.039
C 1.4789 -6.6727 -0.0594 -0.278 0.023 0.117
S 0.0255 -5.7558 -0.0361 0.139 -0.086 -0.170
H 2.0644 -5.0205 -2.8946 -0.014 0.019 -0.015
H 3.1536 -6.8735 -1.3922 0.026 0.027 0.019
H 1.6854 -7.3806 0.7266 0.058 -0.004 -0.005
```
Positions in Å, forces in eV/Å.

As for the gap between HOMO and LUMO: 6.89 eV. As for the lowest unoccupied orbital energy: -0.4 eV.

=====

Record 2
Entry from the OMol25 dataset: C40H34HfN4O5P as an isolated structure at a distorted geometry (ωB97M-V/def2-TZVPD).

```
85
Properties=species:S:1:pos:R:3:forces:R:3
Hf -1.8745 0.7372 -0.5395 0.203 0.630 -0.423
C -4.6109 -1.4197 -1.1256 -0.203 1.194 0.775
C -3.7874 -2.7204 -1.1964 0.726 0.407 -0.400
C -2.3798 -2.6540 -1.8606 0.154 -0.088 0.904
C -1.6275 -3.8192 -2.0852 -0.532 -0.467 0.166
C -0.3884 -3.7676 -2.7238 -1.324 0.218 0.180
C -0.0193 -2.5573 -3.2723 1.268 0.603 -0.792
C -0.8236 -1.4487 -3.0549 -0.094 -0.610 0.979
N -1.8754 -1.4582 -2.2045 -0.659 0.068 -0.523
N -4.0878 -0.2670 -0.2206 -1.004 -0.186 -0.765
C -3.8982 -0.6898 1.2205 0.195 -0.301 -0.859
C -2.5897 -0.1358 1.5910 2.150 -0.551 -0.961
C -1.5104 -0.8618 2.2868 -1.055 -1.188 -0.229
C -1.1586 -0.1493 3.5501 0.237 1.022 0.635
C -1.2822 1.2096 3.5994 0.073 -0.470 0.601
C -2.1325 1.8851 2.6633 1.066 -0.751 -1.741
N -2.5077 1.2524 1.5658 -2.549 0.572 2.368
C -5.0314 0.9310 -0.2591 -0.350 -1.745 0.524
C -4.6219 1.9456 -1.2342 1.418 1.363 -0.683
C -5.4678 2.6630 -2.0571 -0.290 0.514 -1.186
C -4.9975 3.7818 -2.7815 0.849 -0.124 0.239
C -3.6572 4.1820 -2.6015 -1.695 -0.782 0.083
C -2.8690 3.3808 -1.8219 -0.193 -0.194 0.639
N -3.2977 2.2696 -1.1986 -1.405 0.940 -0.585
H -5.6309 -1.6883 -0.7342 0.814 0.221 -0.386
H -4.7308 -0.9663 -2.1321 0.115 -0.369 0.522
H -4.3866 -3.3060 -1.9205 0.213 -0.241 0.701
H -3.7187 -3.2291 -0.2046 -0.239 0.206 -0.897
H -2.0067 -4.8094 -1.7858 0.017 0.671 -0.030
H 0.1284 -4.6982 -2.8666 0.496 -0.013 -0.029
H 0.9384 -2.4215 -3.8383 -1.161 -0.213 0.453
H -0.6440 -0.4949 -3.4793 0.636 0.529 -0.215
H -3.8854 -1.7930 1.3156 -0.118 0.624 -0.097
H -4.7098 -0.2690 1.8035 -0.490 -0.191 0.237
H -1.8818 -1.9165 2.4430 0.709 0.834 0.007
H -0.7756 -0.6510 4.4429 0.253 -0.045 -0.562
H -0.6701 1.7870 4.3069 -1.041 -0.280 0.251
H -2.5552 2.8494 2.8440 0.774 1.037 -0.301
H -5.0436 1.3508 0.7770 0.015 -0.059 -0.998
H -6.0417 0.6134 -0.5221 -0.153 -0.177 0.259
H -6.4744 2.3208 -2.2849 0.031 0.077 0.553
H -5.6403 4.3438 -3.4727 0.160 -0.403 0.468
H -3.2308 5.0605 -3.0217 0.063 0.526 -0.389
H -1.8880 3.6875 -1.5466 0.847 -0.120 -0.226
O 1.5780 3.0661 -0.1691 -2.065 -0.154 -0.439
C 0.5695 2.4910 -0.5630 1.984 0.375 -0.043
O -0.6424 2.5028 -0.0607 0.083 -0.692 0.198
C 0.6875 1.5736 -1.8303 -0.519 -0.200 -1.057
O 1.6532 1.3784 -2.5399 -1.403 0.467 1.174
O -0.5483 1.0694 -2.0683 0.547 -0.090 -0.171
O -0.3460 -0.4137 0.1862 1.502 -1.961 3.537
C -0.2625 -0.8972 1.3848 -1.357 0.639 -2.386
C 0.8919 -1.4054 1.9834 3.222 -0.196 0.054
C 0.7367 -2.4626 2.9058 -0.895 0.672 -0.840
C 1.7315 -2.7728 3.7684 1.363 0.288 0.997
C 2.9189 -2.0342 3.7325 -0.810 -0.399 0.380
C 3.1798 -1.1893 2.6710 1.565 -0.339 1.277
C 2.2235 -0.8104 1.7919 -1.742 -1.658 -0.124
P 2.6323 0.3005 0.4650 -0.434 1.182 -2.191
C 3.7343 -0.6129 -0.6875 -0.140 0.052 -1.164
C 4.2426 0.0481 -1.8544 -1.277 -0.674 0.116
C 4.7990 -0.7236 -2.8985 0.128 2.035 -0.439
C 4.8591 -2.1009 -2.8338 0.340 -0.823 -0.629
C 4.4741 -2.7001 -1.6471 0.387 -1.675 0.090
C 3.9434 -1.9795 -0.5987 -0.053 -0.189 0.920
C 3.8375 1.4811 1.0607 0.548 -1.071 1.834
C 3.4122 2.5301 1.9007 1.072 0.279 -1.056
C 4.3641 3.4449 2.3517 1.567 -0.807 -0.975
C 5.7349 3.2971 1.9738 -0.744 -0.463 0.419
C 6.1211 2.1085 1.3255 1.149 0.754 0.263
C 5.2023 1.1522 0.9277 -0.182 0.734 0.421
H -0.2088 -2.9938 2.9409 0.130 0.062 0.094
H 1.6102 -3.5014 4.5514 -0.177 -0.239 0.023
H 3.5899 -2.0771 4.5756 0.438 -0.431 -0.167
H 4.2196 -0.8757 2.5762 -0.352 0.493 -0.074
H 3.9605 1.1056 -2.0253 0.653 -0.710 0.203
H 5.1791 -0.1564 -3.7951 -0.566 -0.824 0.949
H 5.1909 -2.7243 -3.7074 -0.183 0.806 1.057
H 4.6120 -3.7931 -1.4760 -0.145 0.913 -0.414
H 3.7353 -2.5166 0.3382 -0.182 0.227 -0.488
H 2.3524 2.7014 2.0299 0.045 0.009 0.186
H 4.1002 4.2783 2.9450 -0.416 0.751 0.497
H 6.5137 4.0433 2.2668 -0.928 -0.713 -0.265
H 7.2012 1.9436 1.1490 -0.727 0.032 0.137
H 5.5594 0.1655 0.5899 -0.357 0.854 -0.169
```
Positions in Å, forces in eV/Å.

As for the gap between HOMO and LUMO: 5.76 eV. The charge is +1. As for the lowest unoccupied orbital energy: -3.7 eV.

=====

Record 3
Entry from the OMol25 dataset: C40H34N7O6STl as an isolated structure (ωB97M-V/def2-TZVPD).

```
89
Properties=species:S:1:pos:R:3:forces:R:3
Tl -1.6208 -0.5475 -0.1654 0.049 0.024 0.109
O 1.5522 -0.3249 -3.8995 -0.046 -0.013 0.029
C 2.1274 -1.5308 -3.9116 -0.003 -0.095 0.073
C 3.0120 -1.8487 -4.9478 0.057 0.003 -0.072
C 3.6100 -3.0940 -5.0077 -0.058 0.065 0.020
C 3.3395 -4.0470 -4.0320 0.064 -0.099 -0.032
C 2.4698 -3.7363 -2.9986 0.039 0.031 -0.031
C 1.8565 -2.4905 -2.9119 -0.033 0.076 -0.137
C 0.8717 -2.1652 -1.8268 -0.195 0.052 0.208
O 0.3159 -1.0079 -1.8733 0.137 -0.122 0.167
N 0.6590 -3.1240 -0.9616 0.114 -0.355 -0.227
N -0.2705 -2.8293 0.0198 -0.032 0.292 0.028
C -0.7366 -3.8572 0.6204 0.183 -0.075 -0.113
C -1.7195 -3.8912 1.6900 -0.253 0.089 0.088
C -2.3525 -5.1216 1.8986 -0.006 0.066 -0.017
C -3.3481 -5.3119 2.8386 -0.060 -0.130 0.026
C -3.7220 -4.2194 3.6285 0.045 0.027 -0.059
C -3.1059 -3.0007 3.4784 -0.148 -0.017 0.057
C -2.0777 -2.7507 2.5072 0.104 0.024 0.097
O -1.5357 -1.6088 2.4191 -0.003 0.037 -0.174
H 0.9337 -0.3609 -3.0804 0.094 0.067 -0.068
H 3.2083 -1.0990 -5.7051 -0.030 0.027 0.029
H 4.2841 -3.3245 -5.8257 0.009 0.000 0.009
H 3.7985 -5.0274 -4.0892 -0.005 0.007 0.046
H 2.2357 -4.4604 -2.2305 -0.023 0.011 0.024
H -0.3884 -4.8397 0.2748 0.036 0.041 -0.014
H -2.0590 -5.9550 1.2647 0.043 0.000 0.012
H -3.8318 -6.2750 2.9527 0.023 0.004 -0.007
H -4.5149 -4.3330 4.3629 0.026 0.005 0.024
H -3.4070 -2.1604 4.0957 0.065 0.036 -0.026
C 7.6905 0.3631 0.9088 0.075 -0.064 0.011
O 6.8501 1.1904 0.1454 -0.093 0.033 0.024
C 6.0313 2.0478 0.8411 -0.012 0.027 0.030
C 4.9915 2.6334 0.1246 0.006 -0.014 -0.089
C 4.1225 3.5073 0.7396 0.183 0.161 0.080
C 4.2695 3.8451 2.0979 0.547 -0.284 -0.617
C 5.3301 3.2644 2.7929 -0.308 0.189 -0.104
C 6.1953 2.3680 2.1794 0.161 -0.169 0.058
N 3.5531 4.8790 2.7102 -0.091 0.514 0.496
N 2.3432 5.1584 2.4525 0.099 0.016 0.090
C 1.4556 4.3328 1.8171 -0.195 -0.170 -0.117
C 0.4122 5.0019 1.1495 0.216 -0.114 -0.047
C -0.4395 4.3706 0.2860 -0.077 0.150 0.026
C -0.3768 2.9592 0.0481 -0.205 -0.004 -0.259
O -1.0832 2.3962 -0.8025 0.012 -0.163 0.093
C 0.5571 2.2074 0.9196 0.354 -0.077 0.383
N 0.4782 0.8600 0.8952 -0.002 0.275 -0.128
C 1.2632 0.1453 1.6707 -0.145 -0.178 -0.086
C 2.1421 0.7284 2.5867 0.041 0.149 0.061
C 2.2208 2.0959 2.6523 -0.126 -0.229 0.141
C 1.4569 2.8892 1.7767 -0.343 0.028 -0.035
H 8.1186 -0.3600 0.2170 0.009 0.007 0.016
H 7.1325 -0.1694 1.6856 -0.009 0.009 -0.021
H 8.5033 0.9264 1.3828 -0.023 0.009 -0.012
H 4.8678 2.3748 -0.9198 -0.002 -0.008 0.011
H 3.3218 3.9541 0.1654 0.014 -0.042 -0.008
H 5.4671 3.5229 3.8359 0.017 0.048 0.001
H 7.0017 1.9367 2.7591 -0.030 -0.003 -0.014
H 0.3715 6.0792 1.2709 0.001 0.007 0.050
H -1.1783 4.9295 -0.2756 -0.021 -0.039 0.010
H 1.1558 -0.9319 1.5884 -0.024 0.011 0.062
H 2.7299 0.1078 3.2506 -0.014 -0.031 -0.009
H 2.8486 2.5670 3.3956 -0.109 -0.086 -0.026
S -4.4837 -3.0645 -3.8022 0.192 0.125 0.076
C -2.9787 -2.9130 -2.8921 -0.416 -0.096 -0.293
N -2.5392 -1.7277 -2.7559 0.405 -0.004 0.182
C -3.3540 -0.7921 -3.3590 -0.481 -0.168 -0.269
C -3.1519 0.5872 -3.3486 0.059 -0.048 0.067
C -4.0645 1.3857 -4.0073 0.077 0.076 0.022
C -5.1680 0.8368 -4.6660 -0.080 -0.067 -0.038
C -5.3963 -0.5272 -4.6651 -0.056 0.052 -0.032
C -4.4813 -1.3372 -4.0040 0.165 -0.082 0.114
H -2.4935 -3.7952 -2.4952 0.024 0.046 0.047
H -2.3084 0.9997 -2.8076 0.002 0.058 -0.026
H -3.9299 2.4597 -4.0029 0.019 -0.012 0.019
H -5.8639 1.4905 -5.1785 -0.004 -0.001 0.027
H -6.2651 -0.9509 -5.1532 0.013 0.024 -0.022
C -3.0517 1.7142 2.1481 0.052 -0.014 -0.104
N -4.5046 1.6166 2.1952 0.247 -0.024 0.060
C -5.1078 1.7946 3.4917 0.009 -0.017 -0.024
C -5.2453 1.3018 1.1119 -0.261 0.041 0.039
O -4.8536 1.1079 -0.0175 0.052 0.052 0.012
H -2.7300 2.6514 2.6110 -0.009 -0.007 -0.028
H -2.7181 1.6955 1.1127 -0.100 0.112 0.001
H -2.5925 0.8698 2.6716 -0.017 -0.006 -0.010
H -4.5216 1.2561 4.2389 -0.062 -0.047 0.021
H -6.1236 1.3986 3.4935 -0.006 0.036 0.008
H -5.1348 2.8515 3.7804 0.003 -0.016 0.013
H -6.3259 1.2524 1.3682 0.070 -0.049 -0.002
```
Positions in Å, forces in eV/Å.

As for the gap between HOMO and LUMO: 5.53 eV. The charge is -2. As for the lowest unoccupied orbital energy: 3.8 eV.

=====

What did we get for energy relative to the best compared isomer or geometry (same formula, charge and spin)? Answer: 0.000 4.245 0.356 eV, in the order shown.